Record 1
C5H23B2Cl3Co2N5O22 | ωB97M-V with the def2-TZVPD basis set

Structure (XYZ):
```
62
Properties=species:S:1:pos:R:3:forces:R:3:nbo_charge:R:1
Co -18.625 -3.746 -1.679 0.15 -0.45 1.24 1.5517
Co -22.730 -4.332 -2.250 -0.15 0.95 0.22 1.6733
Cl -17.416 -7.232 -1.467 2.35 -2.41 0.40 2.5874
Cl -23.199 -4.439 1.695 -3.75 -0.88 2.60 2.6395
Cl -24.352 -2.332 -4.868 -0.65 2.10 -1.03 2.5688
O -22.841 -2.279 -1.625 -0.68 0.12 -0.31 -0.4709
O -18.000 -8.396 -2.117 0.03 0.91 0.45 -0.8541
O -18.187 -6.085 -1.709 -3.35 3.19 -0.49 -0.9501
O -20.921 -8.971 -1.142 -0.76 1.58 -0.04 -0.3874
O -15.881 -2.769 -4.448 2.06 2.53 -0.21 -0.3277
O -24.272 -3.671 2.217 -1.70 1.44 -0.55 -0.8998
O -25.392 -1.509 -4.293 0.35 -0.07 -0.33 -0.8556
O -17.440 -4.042 -3.796 0.76 -0.14 -2.14 -0.4454
O -24.663 -2.643 -6.249 0.45 0.25 0.90 -0.8328
O -23.126 -4.311 0.283 -0.01 -0.35 -3.50 -0.9576
O -16.147 -6.917 -2.043 1.18 -0.58 -0.39 -0.8867
O -24.280 -3.536 -4.119 0.31 -3.26 1.90 -0.9496
O -23.497 -5.778 2.122 0.91 -1.34 -0.97 -0.8914
O -18.175 -1.780 -2.518 1.12 2.30 -0.64 -0.4557
O -22.056 -3.950 2.262 4.50 0.83 1.33 -0.8446
O -21.392 -6.824 -0.853 0.20 -2.12 0.33 -0.3936
O -23.070 -1.696 -4.717 0.22 0.47 -0.54 -0.8817
O -22.162 -5.990 -3.552 -0.08 2.24 0.99 -0.4678
O -23.084 -7.707 -4.434 0.40 0.74 0.22 -0.3303
O -17.276 -7.445 -0.052 -0.43 -0.22 -0.24 -0.8438
O -19.505 -0.111 -2.795 1.96 -0.04 -0.03 -0.3219
O -21.751 -1.005 -0.244 -1.46 -0.57 -2.01 -0.3026
N -22.511 -1.190 -1.201 1.13 1.77 2.06 0.5624
N -16.628 -3.639 -4.674 -2.50 -2.09 1.91 0.5544
N -18.366 -0.576 -2.790 -3.07 -1.68 0.31 0.5412
N -22.119 -7.041 -4.111 -0.20 -3.24 -0.75 0.5769
N -21.141 -7.970 -0.456 0.37 -0.36 0.38 0.5431
C -20.878 -8.209 1.025 -0.18 0.76 -0.06 -0.4910
C -17.218 0.284 -3.178 -0.11 -0.87 0.29 -0.4740
C -20.774 -7.673 -4.352 -0.01 0.13 -1.10 -0.4867
C -16.524 -4.416 -5.947 0.58 -0.50 0.03 -0.4937
C -23.055 0.075 -1.906 0.52 -0.53 0.59 -0.4696
B -20.621 -3.745 -2.518 -0.21 0.11 -0.20 -0.7995
B -19.185 -3.307 0.453 0.58 0.06 0.97 -0.7959
H -20.087 -6.931 -4.758 -0.11 0.22 0.52 0.2276
H -24.145 0.044 -1.927 0.22 -0.52 -0.53 0.2484
H -22.524 0.068 -2.858 -0.62 -0.04 -0.18 0.2567
H -21.394 -3.426 -3.200 -2.60 1.56 -3.12 0.0230
H -16.760 -5.421 -5.598 -0.24 0.03 -0.71 0.2602
H -18.922 -2.534 -0.252 1.61 3.52 -3.11 -0.0328
H -21.271 -9.154 1.400 0.04 -0.11 -0.79 0.2228
H -20.404 -8.138 -3.438 -0.16 0.21 0.13 0.2944
H -18.417 -3.411 1.204 2.74 -0.52 2.67 0.0118
H -20.274 -2.886 -1.964 0.57 3.20 2.05 0.0344
H -15.503 -4.350 -6.322 0.20 -0.05 0.69 0.2358
H -21.032 -4.442 -1.804 -1.16 -3.24 3.14 -0.0202
H -17.065 -4.016 -6.804 -0.88 0.02 0.70 0.2480
H -20.145 -2.965 0.810 -3.20 1.06 1.14 0.0797
H -17.496 0.763 -4.117 0.09 0.09 0.27 0.2430
H -17.097 0.971 -2.341 0.17 0.09 -0.29 0.2486
H -19.792 -4.152 -3.076 2.62 -2.28 -2.54 -0.0013
H -16.401 -0.430 -3.283 0.15 0.45 -0.02 0.2500
H -19.342 -4.247 -0.053 -0.77 -4.31 -2.20 -0.0242
H -20.953 -8.393 -5.150 -0.01 -0.15 0.37 0.2238
H -19.788 -8.209 1.028 -0.03 0.10 0.40 0.2548
H -22.774 0.954 -1.326 0.31 -0.43 0.17 0.2205
H -21.335 -7.422 1.624 0.26 0.29 -0.35 0.2578
```
Positions in Å, forces in eV/Å.

As for the relative energy (zero: lowest compared OMol25 entry of this formula, charge and spin): 85.78 kcal/mol. As for the expectation value of S²: 12.0115. The charge is -1. The value obtained for the HOMO energy (alpha / beta) is -6.3 / -6.3 eV. Its multiplicity is 7. The calculation puts the HOMO-LUMO gap (alpha / beta) at 6.9 / 6.8 eV. As for the LUMO energy (alpha / beta): 0.0195 / 0.0174 hartree.

Record 2
C34H71BCl2NO6 | ωB97M-V with the def2-TZVPD basis set

Structure (XYZ):
```
115
Properties=species:S:1:pos:R:3:forces:R:3:mulliken_charge:R:1
Cl -1.805 -0.403 -3.437 0.56 0.51 -0.01 -0.2402
Cl -2.437 1.716 -1.363 0.68 0.65 0.02 -0.0392
O -0.375 5.200 6.532 0.19 -0.15 -0.19 -0.3991
O 4.982 -2.798 -0.196 -0.09 0.08 0.26 -0.4311
O 3.132 1.179 -0.065 -0.87 -0.11 0.03 -0.8393
O -2.700 -8.368 -1.801 0.13 -0.17 -0.15 -0.4349
O 0.945 0.350 -0.033 -0.53 0.81 -0.19 -0.8856
O -1.485 -5.117 -4.610 0.27 0.05 -0.02 -0.4486
N 0.089 4.025 -2.314 -1.34 -0.62 -0.95 0.3749
C 1.461 2.678 -1.198 -0.36 -1.13 0.08 0.1278
C -3.522 -8.308 0.517 -0.11 0.01 -0.07 -1.0463
C -0.518 0.916 2.967 -0.63 1.38 0.77 -0.3831
C -1.822 4.481 0.627 0.59 -0.11 0.56 -1.5844
C 1.280 -0.748 3.174 0.35 1.34 -0.15 -1.5760
C 2.242 5.227 -3.030 -1.09 -0.30 0.01 -1.6022
C -1.200 -5.866 -6.938 0.08 0.14 0.02 -1.2528
C -0.903 1.777 -2.206 -0.98 0.11 0.36 -0.5895
C -2.685 4.442 6.903 -0.01 0.10 -0.16 -0.8664
C 1.177 4.722 0.636 0.78 -0.53 0.39 -2.0151
C -0.717 7.432 7.513 0.00 -0.08 0.10 -1.2326
C -0.653 0.855 -3.114 0.34 -1.31 -1.16 0.6332
C 6.459 -4.187 -1.592 0.04 0.16 -0.01 -1.0319
C -1.975 -5.967 -5.636 -0.06 -0.05 -0.19 -0.2108
C 1.789 4.104 -0.653 -0.69 0.43 -1.70 0.5492
C 0.470 3.821 1.665 -0.33 -0.04 -0.22 -0.2658
C -1.709 3.263 2.774 -0.46 -1.03 -0.97 -1.2664
C 0.116 2.805 -1.932 1.82 0.50 1.45 -0.7250
C -1.418 1.961 3.602 -0.35 0.78 -0.51 -0.5589
C -2.872 -3.164 -5.171 -0.11 -0.16 0.01 -1.1665
C 0.632 0.826 -3.920 -0.45 -0.12 0.24 -0.9114
C -3.717 -7.552 -2.351 -0.17 0.16 0.07 -0.5382
C -0.691 6.558 6.271 -0.10 0.11 0.07 -0.2301
C 5.183 -4.078 -0.776 0.06 -0.11 -0.16 -0.3024
C -1.254 4.508 7.404 -0.14 0.01 0.09 -0.3986
C -3.388 -6.068 -2.338 0.24 -0.03 0.20 -0.9822
C 3.745 -1.821 -2.079 -0.21 -0.10 -0.03 -0.8815
C -2.362 -8.124 -0.447 -0.05 0.08 0.11 -0.3066
C 1.436 1.462 4.482 -0.14 -0.55 0.30 -1.2712
C -1.490 -3.732 -4.884 -0.04 0.08 -0.12 -0.1851
C 1.237 4.873 -1.907 0.03 1.37 -0.01 -0.6144
C -0.994 3.388 1.381 -0.84 1.17 0.55 2.5189
C 0.650 0.608 3.509 0.71 -1.33 0.00 0.9318
C 4.892 -1.709 -1.092 0.12 -0.07 -0.10 -0.3079
B 1.805 1.348 -0.390 0.92 -0.12 0.71 1.5824
H -1.212 4.939 8.410 -0.05 0.04 -0.01 0.3838
H 1.053 2.927 1.933 0.06 0.22 -0.26 -0.6765
H 0.714 -1.212 2.366 0.30 -0.18 0.10 0.2578
H 0.427 4.401 2.599 0.08 -0.05 -0.24 0.8898
H 3.174 0.400 0.517 0.33 0.19 -0.19 0.2189
H -3.322 -3.613 -6.057 0.04 0.07 -0.05 0.3687
H 0.044 0.710 -0.002 0.02 -0.56 0.03 0.0530
H 0.084 6.925 5.595 0.05 -0.16 0.00 0.3596
H -1.598 -6.570 -7.670 0.00 -0.01 0.03 0.4061
H -0.908 0.409 2.086 -0.08 -0.46 0.44 0.6197
H -2.387 1.469 3.777 0.21 0.10 -0.05 0.4452
H -1.085 -3.246 -3.994 0.05 -0.17 0.06 0.2335
H 0.749 5.841 -1.729 0.26 -0.22 0.70 0.5945
H -2.457 -5.879 -2.876 -0.20 -0.02 0.07 0.2955
H -0.798 -3.502 -5.704 -0.05 0.02 -0.06 0.3075
H 3.703 -0.932 -2.714 0.03 0.01 0.02 0.2680
H 2.820 4.367 -3.380 0.06 0.28 -0.01 0.2746
H -3.928 -9.317 0.437 0.04 0.00 0.02 0.2868
H -1.082 2.279 4.593 0.21 -0.33 -0.20 -0.2110
H 7.327 -3.944 -0.976 -0.02 -0.04 0.01 0.2917
H 2.165 2.596 -2.055 -0.12 -0.11 0.27 0.6214
H -4.336 -7.610 0.316 0.04 0.05 0.05 0.2757
H -1.491 5.447 1.033 -0.24 0.01 -0.44 0.3910
H 0.742 -0.104 -4.481 -0.08 0.09 0.23 0.4029
H 4.311 -4.363 -1.375 0.03 0.01 -0.05 0.2889
H -1.515 4.190 3.329 0.10 -0.29 0.04 0.3427
H -4.672 -7.744 -1.850 0.00 0.03 0.03 0.3448
H 1.646 5.663 -3.844 0.36 -0.28 -0.10 0.4645
H -3.189 -8.146 1.544 0.02 -0.02 -0.02 0.3857
H -1.891 -6.985 -5.252 0.04 0.09 0.17 0.3544
H -3.043 -5.785 -5.802 0.01 0.04 -0.04 0.3425
H -2.892 4.400 0.847 0.21 -0.14 -0.09 0.4552
H -0.925 8.467 7.242 0.02 -0.01 -0.01 0.4146
H -3.544 -3.358 -4.333 0.04 0.03 0.00 0.2519
H 6.576 -5.201 -1.975 -0.01 0.00 0.03 0.3871
H 2.796 -1.918 -1.543 0.01 0.04 -0.01 0.2144
H 0.829 2.067 5.160 0.08 0.06 -0.29 0.1472
H 2.867 6.047 -2.666 0.13 -0.40 0.05 0.4303
H -2.717 3.971 5.917 -0.02 -0.04 0.05 0.0833
H -2.815 -2.088 -5.336 -0.01 -0.03 -0.06 0.4345
H 2.017 5.184 1.176 -0.12 -0.14 -0.19 0.3238
H -4.190 -5.496 -2.811 0.00 -0.04 -0.02 0.3578
H -0.739 4.292 -2.849 0.41 0.70 -0.03 0.4042
H -0.146 -6.092 -6.772 -0.03 -0.05 0.00 0.3133
H 2.114 2.114 3.913 -0.13 -0.06 0.20 0.2477
H 1.460 0.909 -3.207 0.07 0.04 -0.45 0.0664
H -3.260 -5.688 -1.322 -0.16 -0.01 0.02 0.3843
H -3.841 -7.879 -3.385 0.10 -0.12 0.04 0.3712
H 0.558 5.576 0.342 -0.13 -0.33 0.14 0.5569
H -0.860 3.494 7.489 0.13 0.07 -0.08 0.3533
H -1.639 6.628 5.725 -0.04 0.02 0.06 0.2853
H -1.577 -8.839 -0.197 -0.01 -0.03 -0.17 0.3486
H -2.785 3.269 2.549 0.21 0.02 0.20 0.2892
H 5.230 -4.782 0.055 -0.06 0.15 0.09 0.3466
H 2.881 4.158 -0.702 -0.21 0.21 0.41 1.1003
H -1.482 7.113 8.222 -0.06 0.06 -0.05 0.2810
H 5.845 -1.566 -1.613 -0.03 0.00 -0.08 0.3208
H 2.332 -0.566 2.901 -0.17 -0.43 -0.13 0.3059
H 0.619 1.645 -4.650 0.23 -0.06 0.21 0.3132
H 3.838 -2.692 -2.728 0.07 0.06 -0.05 0.4578
H 4.742 -0.821 -0.479 0.11 -0.08 0.10 0.1322
H -1.721 4.430 -0.462 0.16 0.30 0.17 0.1876
H 0.244 7.391 8.028 0.00 0.02 -0.04 0.3000
H -1.921 -7.127 -0.340 -0.05 0.03 0.03 0.2732
H -3.133 5.432 6.803 -0.02 0.00 0.10 0.2986
H -1.083 2.472 0.785 0.21 -0.08 0.42 -0.9588
H 6.461 -3.506 -2.444 -0.03 -0.07 -0.05 0.2699
H 2.055 0.814 5.117 -0.04 0.19 -0.16 0.4618
H -3.306 3.864 7.589 0.04 -0.02 -0.01 0.4144
H -1.257 -4.866 -7.372 -0.08 -0.03 -0.05 0.2738
H 1.292 -1.380 4.070 -0.12 0.08 -0.20 0.5233
```
Positions in Å, forces in eV/Å.

The charge is +1. The value obtained for the HOMO energy is -10.7 eV. Its multiplicity is 1. The calculation puts the HOMO-LUMO gap at 6.4 eV. As for the LUMO energy: -0.1575 hartree.

Record 3
CH3NO4 | ωB97M-V with the def2-TZVPD basis set

Structure (XYZ):
```
9
Properties=species:S:1:pos:R:3:forces:R:3:nbo_charge:R:1
O 0.187 1.920 -1.186 3.47 0.32 -3.10 -0.0059
O 1.269 1.281 -1.465 -2.01 1.21 -0.32 -0.1878
O -0.522 1.200 0.089 -1.89 -1.20 2.90 -0.2080
O 1.409 0.379 0.463 -1.23 -0.55 0.87 -0.2818
N 0.179 0.214 0.384 2.29 0.86 -0.59 0.4294
C -0.437 -1.096 0.361 -2.12 1.31 2.31 -0.4809
H -1.007 -1.198 -0.532 0.54 -0.80 -1.26 0.2525
H 0.228 -1.798 0.833 0.15 -0.53 -0.67 0.2503
H -1.306 -0.903 1.053 0.82 -0.61 -0.13 0.2322
```
Positions in Å, forces in eV/Å.

As for the relative energy (zero: lowest compared OMol25 entry of this formula, charge and spin): 177.90 kcal/mol. The charge is 0. The value obtained for the HOMO energy (alpha / beta) is -9.4 / -8.7 eV. Its multiplicity is 1. The calculation puts the HOMO-LUMO gap (alpha / beta) at 8.6 / 7.9 eV. As for the LUMO energy (alpha / beta): -0.0273 / -0.0296 hartree.

Record 4
C4H8FN3 | ωB97M-V with the def2-TZVPD basis set

Structure (XYZ):
```
16
Properties=species:S:1:pos:R:3:forces:R:3:nbo_charge:R:1
F -2.772 -0.535 3.089 0.06 -0.35 -0.38 -0.3363
N 1.074 0.504 -1.721 -0.49 -0.27 -3.92 -0.4745
N 0.022 -0.016 -0.975 -0.56 0.01 1.64 -0.4915
N -0.269 -1.621 0.796 -1.29 0.05 -1.11 -0.4833
C 1.672 1.730 -1.136 -2.09 1.69 -1.20 -0.4170
C -1.439 -0.933 1.136 0.77 -2.05 5.89 -0.1852
C -1.787 -1.187 2.433 0.12 0.99 -1.79 0.2508
C 0.287 -1.209 -0.254 1.67 -0.88 -2.35 0.2890
H -1.254 -1.906 3.014 0.17 -0.23 0.53 0.1684
H 0.956 -1.977 -0.812 -0.49 1.93 1.02 0.1867
H 0.712 0.477 -2.848 1.62 1.02 4.27 0.3650
H -0.470 0.722 -0.411 0.53 -1.02 -0.71 0.3544
H 0.783 2.445 -0.713 1.99 -1.33 -0.98 0.1548
H 2.247 2.319 -1.947 -0.91 -1.07 1.42 0.2207
H -2.070 -0.315 0.629 -1.14 1.72 -2.15 0.1911
H 2.309 1.502 -0.282 0.05 -0.20 -0.18 0.2068
```
Positions in Å, forces in eV/Å.

As for the relative energy (zero: lowest compared OMol25 entry of this formula, charge and spin): 69.53 kcal/mol. The charge is 0. The value obtained for the HOMO energy is -8.1 eV. As for the structure (SMILES): CNN/C=N\C=C\F. Its multiplicity is 1. The calculation puts the HOMO-LUMO gap at 9.0 eV. As for the LUMO energy: 0.0335 hartree.

Record 5
C2H2FO3P | ωB97M-V with the def2-TZVPD basis set

Structure (XYZ):
```
9
Properties=species:S:1:pos:R:3:forces:R:3:nbo_charge:R:1
P -1.247 0.979 0.508 -2.27 0.17 -2.42 2.0577
F 1.521 1.442 0.008 0.39 -0.08 0.69 -0.4308
O -0.447 1.168 -1.004 -0.02 -1.71 1.25 -0.8581
O -1.793 2.389 0.780 0.95 -1.26 0.81 -1.1731
O -2.299 -0.166 0.510 2.07 1.59 0.43 -1.1671
C 0.480 0.528 -0.060 -0.58 0.23 -0.95 0.1830
C 1.607 -1.960 -0.628 -2.74 0.41 0.99 -0.7785
H 0.430 -2.194 -0.587 1.91 0.33 -0.50 0.1047
H 1.748 -2.185 0.474 0.29 0.30 -0.31 0.0623
```
Positions in Å, forces in eV/Å.

As for the relative energy (zero: lowest compared OMol25 entry of this formula, charge and spin): 136.32 kcal/mol. The charge is -2. The value obtained for the HOMO energy (alpha / beta) is 0.6 / 1.2 eV. Its multiplicity is 1. The calculation puts the HOMO-LUMO gap (alpha / beta) at 6.6 / 6.0 eV. As for the LUMO energy (alpha / beta): 0.2656 / 0.2657 hartree.

Record 6
C13H23Cl4NO6S2 | ωB97M-V with the def2-TZVPD basis set

Structure (XYZ):
```
49
Properties=species:S:1:pos:R:3:forces:R:3:nbo_charge:R:1
Cl -3.217 0.125 3.451 -0.01 0.01 0.00 -0.0610
Cl 3.575 -3.526 3.201 0.01 0.02 -0.02 -0.0704
Cl -5.450 2.517 2.482 -0.02 0.00 0.03 -0.0612
Cl 4.642 -6.328 1.593 0.01 0.00 0.01 -0.0617
S 0.578 -1.818 -1.196 0.28 -0.39 -0.16 2.5726
S 0.251 3.300 -0.067 0.07 0.16 0.29 0.2253
O 0.183 -2.460 -2.387 -0.29 -0.10 -0.29 -0.8905
O 2.588 1.207 -3.969 -0.19 0.28 -0.07 -0.5546
O 0.377 -2.480 0.037 0.08 -0.09 0.68 -0.9148
O -0.929 1.872 -3.238 0.05 -0.06 0.07 -0.5053
O -0.001 -0.345 -1.048 -0.16 0.28 -0.44 -0.7185
O 2.092 -1.378 -1.380 0.27 0.18 -0.02 -0.6785
N 1.068 1.402 -2.238 0.71 -1.09 -0.80 -0.6045
C -5.824 0.923 3.189 -0.06 -0.02 -0.02 -0.3861
C 2.956 -5.894 1.977 -0.06 -0.04 0.00 -0.3869
C 3.288 2.453 -2.069 0.30 -0.35 0.03 -0.7190
C 0.046 -0.123 -4.055 0.34 -0.04 -0.29 -0.7347
C 2.719 -4.410 1.906 -0.07 0.08 -0.05 -0.3843
C -0.016 1.099 -3.199 -0.46 0.27 0.17 0.7547
C 1.038 0.681 -0.973 -0.51 0.87 0.66 0.4319
C 2.334 1.595 -2.856 -0.18 0.15 0.26 0.7137
C -4.794 0.491 4.200 -0.01 -0.03 0.07 -0.3857
C 2.250 -0.174 -0.622 -0.03 -0.18 0.76 -0.1441
C -1.555 3.324 -0.231 -0.48 0.03 -0.26 -0.5261
C 0.667 1.588 0.244 -0.06 -0.16 -0.20 -0.6130
C -2.332 2.265 0.531 0.19 0.07 -0.07 -0.6229
H -3.397 2.393 0.345 -0.02 0.05 0.00 0.2306
H 2.323 -6.395 1.247 0.01 0.01 -0.02 0.2253
H 1.658 -4.197 2.025 -0.01 -0.02 0.00 0.2334
H 3.235 3.462 -2.475 -0.10 0.04 0.03 0.2644
H -5.130 -0.421 4.691 0.00 -0.01 -0.02 0.2243
H -1.839 4.310 0.138 0.11 0.06 0.03 0.2226
H -0.149 1.091 0.759 0.01 0.00 0.16 0.2638
H 1.498 1.610 0.950 0.12 0.00 -0.08 0.2360
H -2.068 1.266 0.187 -0.08 -0.09 0.05 0.2026
H -6.794 1.011 3.674 0.01 0.01 0.02 0.2243
H -2.169 2.339 1.606 0.03 -0.09 0.03 0.2166
H 0.979 -0.665 -3.955 -0.04 -0.01 0.04 0.2423
H -4.633 1.258 4.953 0.03 0.02 -0.03 0.2246
H -5.900 0.209 2.373 0.03 0.02 -0.02 0.2250
H 3.049 -4.001 0.955 0.04 -0.01 0.00 0.2220
H 2.148 -0.427 0.439 0.05 -0.02 0.00 0.2139
H -1.831 3.295 -1.285 0.19 -0.10 -0.05 0.2300
H 2.731 -6.283 2.967 0.04 0.01 0.02 0.2226
H -0.788 -0.777 -3.809 -0.04 0.10 -0.01 0.2577
H 3.233 0.265 -0.737 0.01 -0.09 -0.54 0.2380
H -0.048 0.184 -5.096 -0.07 0.09 0.00 0.2545
H 4.300 2.081 -2.225 0.03 0.06 0.02 0.2383
H 3.056 2.489 -1.008 -0.04 0.14 0.03 0.2129
```
Positions in Å, forces in eV/Å.

The charge is 0. The value obtained for the HOMO energy is -8.9 eV. Its multiplicity is 1. The calculation puts the HOMO-LUMO gap at 9.2 eV. As for the LUMO energy: 0.0127 hartree.

| no. | energy (Eh) |
| --- | --- |
| 1 | -6327.724782 |
| 2 | -2789.247636 |
| 3 | -395.268376 |
| 4 | -421.212854 |
| 5 | -744.158639 |
| 6 | -3652.470367 |